{
  "formula": "C28H43Cl2N6PTi",
  "method": "ωB97M-V with the def2-TZVPD basis set",
  "species": ["Ti", "C", "C", "C", "C", "C", "C", "C", "C", "H", "H", "H", "H", "H", "C", "N", "C", "C", "N", "C", "H", "H", "H", "H", "H", "H", "N", "P", "N", "C", "C", "C", "C", "C", "N", "C", "C", "C", "C", "C", "N", "C", "C", "C", "C", "C", "H", "H", "H", "H", "H", "H", "H", "H", "H", "H", "H", "H", "H", "H", "H", "H", "H", "H", "H", "H", "H", "H", "H", "H", "H", "H", "H", "H", "H", "H", "Cl", "C", "Cl", "H", "H"],
  "coordinates": [[-0.247, -0.028, 0.242], [1.474, 0.944, 0.172], [2.526, 1.567, 0.169], [3.747, 2.299, 0.169], [4.882, 1.773, 0.791], [6.060, 2.499, 0.793], [6.111, 3.742, 0.176], [4.985, 4.268, -0.445], [3.802, 3.553, -0.447], [4.833, 0.803, 1.267], [6.941, 2.098, 1.274], [7.035, 4.304, 0.178], [5.035, 5.235, -0.924], [2.918, 3.955, -0.927], [0.586, -2.188, -4.802], [-0.131, -1.649, -3.648], [-1.495, -1.487, -3.550], [-1.736, -0.978, -2.316], [-0.533, -0.834, -1.652], [0.407, -1.249, -2.499], [0.214, -1.706, -5.703], [0.431, -3.263, -4.857], [1.643, -1.967, -4.686], [-2.151, -1.747, -4.360], [-2.670, -0.699, -1.859], [1.469, -1.245, -2.306], [-1.458, 1.168, 0.325], [-1.816, 2.794, 0.297], [-1.768, 3.376, -1.228], [-2.976, 3.426, -2.066], [-2.849, 4.536, -3.097], [-1.591, 4.368, -3.937], [-0.363, 4.270, -3.040], [-0.538, 3.166, -2.011], [-0.678, 3.586, 1.139], [-0.303, 3.052, 2.462], [-0.135, 4.190, 3.457], [1.003, 5.131, 3.037], [1.176, 5.127, 1.515], [-0.155, 4.929, 0.810], [-3.297, 2.922, 0.952], [-3.762, 4.251, 1.411], [-4.834, 4.067, 2.470], [-6.075, 3.387, 1.881], [-5.692, 2.414, 0.757], [-4.299, 1.842, 0.961], [-3.839, 3.595, -1.424], [-3.109, 2.455, -2.565], [-2.826, 5.498, -2.577], [-3.741, 4.536, -3.725], [-1.487, 5.190, -4.644], [-1.673, 3.454, -4.537], [-0.200, 5.223, -2.528], [0.536, 4.068, -3.628], [0.308, 3.106, -1.323], [-0.612, 2.187, -2.514], [0.624, 2.472, 2.368], [-1.091, 2.370, 2.797], [0.045, 3.775, 4.450], [-1.081, 4.734, 3.523], [1.938, 4.833, 3.512], [0.789, 6.141, 3.388], [1.847, 4.321, 1.204], [1.631, 6.056, 1.171], [-0.033, 5.009, -0.269], [-0.873, 5.700, 1.110], [-4.146, 4.833, 0.565], [-2.905, 4.791, 1.819], [-5.088, 5.036, 2.901], [-4.411, 3.469, 3.281], [-6.760, 4.138, 1.488], [-6.614, 2.864, 2.671], [-5.730, 2.915, -0.214], [-6.403, 1.589, 0.697], [-4.052, 1.131, 0.171], [-4.244, 1.305, 1.914], [1.030, -2.426, 1.018], [0.117, -2.407, 2.533], [-1.025, -1.019, 2.449], [0.795, -2.238, 3.362], [-0.468, -3.316, 2.619]],
  "forces_ev_per_angstrom": [[-0.68, 0.35, -0.09], [-0.04, 0.03, 0.01], [0.08, 0.00, 0.00], [-0.06, -0.01, 0.00], [0.07, -0.02, 0.01], [0.00, -0.01, 0.01], [0.00, 0.03, -0.01], [-0.01, -0.03, 0.02], [0.08, 0.07, -0.07], [-0.01, 0.00, 0.00], [0.01, -0.02, 0.01], [0.02, 0.01, 0.00], [-0.01, 0.02, -0.01], [0.01, -0.02, -0.01], [-0.02, 0.05, 0.04], [-0.03, 0.09, 0.20], [-0.04, 0.01, 0.06], [-0.17, -0.01, -0.10], [0.06, -0.03, -0.04], [0.22, -0.03, 0.01], [0.03, -0.04, -0.02], [0.03, 0.01, -0.05], [0.01, -0.04, -0.04], [-0.06, 0.01, 0.00], [0.01, -0.01, -0.03], [-0.02, 0.00, -0.01], [0.49, 0.13, -0.15], [0.00, -0.58, 0.11], [0.04, 0.00, 0.01], [-0.07, -0.01, 0.11], [-0.13, 0.02, 0.01], [0.03, -0.04, -0.08], [0.09, -0.02, -0.03], [0.01, -0.10, 0.06], [-0.11, 0.07, -0.07], [-0.01, -0.12, 0.07], [-0.04, -0.04, 0.07], [0.02, 0.01, 0.02], [0.01, -0.02, -0.05], [-0.07, 0.04, -0.14], [0.23, 0.30, -0.01], [0.08, 0.04, 0.01], [0.04, 0.04, 0.05], [-0.04, 0.02, -0.01], [-0.08, -0.06, -0.06], [0.05, -0.19, -0.09], [0.01, -0.03, -0.03], [-0.01, 0.04, -0.04], [0.02, 0.01, 0.01], [0.02, -0.01, -0.01], [0.00, 0.02, 0.03], [0.00, -0.01, 0.02], [-0.02, 0.01, 0.01], [-0.02, -0.01, 0.00], [0.01, 0.01, -0.04], [0.04, 0.08, 0.00], [-0.05, 0.05, 0.05], [0.05, 0.04, 0.02], [0.01, 0.01, -0.01], [0.01, 0.01, -0.02], [0.00, -0.02, -0.01], [-0.01, -0.01, 0.00], [-0.04, 0.02, 0.07], [-0.01, 0.03, 0.01], [-0.03, 0.01, 0.06], [0.06, 0.02, 0.02], [-0.03, 0.01, 0.03], [-0.04, -0.01, -0.03], [-0.01, 0.00, -0.02], [-0.01, -0.01, 0.00], [0.00, 0.00, 0.00], [0.02, -0.02, 0.01], [0.03, 0.01, 0.02], [-0.01, 0.02, 0.01], [-0.05, 0.01, 0.04], [-0.03, 0.00, -0.02], [0.09, -0.15, 0.03], [-0.04, 0.07, -0.04], [0.05, -0.06, 0.07], [-0.04, -0.05, -0.01], [0.05, 0.03, 0.04]],
  "e_lumo_ha": -0.22423,
  "relative_energy_ev": 0.0000,
  "charge": 2,
  "e_homo_ev": -13.530,
  "total_energy_ha": -3532.0489
}